Record 1
The following is a quantum chemistry calculation of a 9-piece molecular cluster, C21H62NO9S8 overall in a non-equilibrium geometry, from the OMol25 dataset.

```
101
Properties=species:S:1:pos:R:3:mulliken_charge:R:1
C -1.059 -0.505 0.226 -0.229
N -1.771 -0.770 -1.036 0.606
C -2.563 -2.023 -0.944 -1.111
C -2.668 0.457 -1.373 -1.029
C -0.762 -0.817 -2.178 -0.039
C 0.207 0.384 -2.419 -0.557
O 1.045 0.139 -3.479 -0.421
H -1.473 -0.254 1.177 -0.036
H -0.264 0.257 0.022 -0.134
H -0.537 -1.487 0.360 0.215
H -2.043 -3.017 -0.733 0.269
H -3.064 -2.216 -1.855 0.544
H -3.340 -1.969 -0.300 0.420
H -3.611 0.301 -0.872 0.286
H -2.945 0.456 -2.312 0.594
H -2.232 1.446 -1.239 0.261
H -1.265 -1.171 -3.216 0.277
H 0.062 -1.639 -2.172 -0.014
H 0.924 0.502 -1.521 0.245
H -0.334 1.279 -2.492 0.542
H 1.613 -0.416 -3.464 0.175
C -5.183 0.727 4.181 -0.871
S -3.656 0.445 3.324 0.570
O -3.061 1.757 2.639 -0.614
C -2.501 0.268 4.678 -0.593
H -5.217 0.178 5.203 0.307
H -6.077 0.215 3.574 0.274
H -5.162 1.886 4.437 0.306
H -2.679 1.204 5.273 0.442
H -1.604 0.469 4.297 -0.358
H -2.556 -0.503 5.232 0.531
C 3.841 1.523 2.393 -1.086
S 2.273 1.607 1.513 0.594
O 1.958 0.300 0.778 -0.427
C 1.208 1.606 2.934 -0.460
H 4.113 2.293 3.102 0.429
H 4.406 1.672 1.527 0.398
H 3.892 0.536 3.040 0.260
H 1.543 0.969 3.754 0.292
H 0.258 1.105 2.818 -0.296
H 1.055 2.686 3.166 0.452
C -3.826 6.382 -0.143 -1.081
S -3.486 4.721 0.089 0.613
O -3.951 4.027 -1.279 -0.677
C -1.749 4.819 0.165 -0.562
H -3.745 7.021 0.696 0.435
H -5.005 6.588 -0.135 0.307
H -3.270 6.983 -0.903 0.325
H -1.333 3.773 0.008 0.039
H -1.587 5.140 1.338 0.297
H -1.185 5.683 -0.389 0.323
C -3.829 -4.661 2.054 -1.021
S -2.731 -3.795 3.051 0.460
O -2.636 -2.393 2.431 -0.428
C -4.027 -3.539 4.246 -1.326
H -4.682 -3.971 1.557 0.251
H -4.259 -5.684 2.360 0.354
H -3.247 -4.841 1.209 0.379
H -4.384 -4.349 4.591 0.753
H -5.036 -2.794 3.815 0.138
H -3.596 -3.253 5.121 0.475
C 6.358 -0.174 -3.623 -1.256
S 6.022 0.468 -2.012 0.334
O 5.513 1.823 -2.333 -0.536
C 4.700 -0.501 -1.530 -0.472
H 6.639 -1.152 -3.676 0.448
H 7.076 0.496 -4.073 0.386
H 5.628 0.031 -4.244 0.421
H 4.416 0.025 -0.536 0.031
H 4.689 -1.572 -1.614 0.524
H 4.074 -0.431 -2.314 0.045
C 0.666 -4.187 -4.085 -0.917
S 1.964 -3.444 -5.037 0.363
O 2.496 -2.195 -4.373 -0.546
C 3.163 -4.734 -4.669 -0.995
H -0.349 -3.691 -4.340 0.252
H 0.944 -4.017 -3.088 0.338
H 0.416 -5.297 -4.242 0.408
H 3.957 -4.241 -4.626 0.424
H 3.156 -5.497 -5.499 0.339
H 2.889 -5.354 -3.818 0.296
C 0.654 -2.139 5.186 -0.417
S 1.636 -3.339 4.271 0.426
O 0.924 -4.687 4.358 -0.642
C 1.021 -2.732 2.700 -0.455
H 0.104 -2.676 5.871 0.448
H 0.024 -1.459 4.666 -0.237
H 1.514 -1.378 5.626 0.284
H -0.087 -2.706 2.649 -0.143
H 1.312 -3.310 1.835 0.501
H 1.366 -1.749 2.336 0.262
C 2.852 3.890 -4.966 -0.968
S 3.344 4.771 -3.410 0.606
O 3.284 6.297 -3.730 -0.673
C 1.844 4.526 -2.528 -0.783
H 3.769 3.791 -5.631 0.256
H 1.906 4.435 -5.232 0.388
H 2.415 3.104 -4.842 0.366
H 1.825 5.178 -1.680 0.374
H 1.630 3.274 -2.581 0.006
H 1.038 4.782 -3.083 0.445
```

The value obtained for the relative energy (zero: lowest compared OMol25 entry of this formula, charge and spin) is 423.3 kJ/mol. Its total charge is +1. Its energy is -4753.71312 a.u. For the largest force on an atom, the calculation gives 17.28 eV Å⁻¹. As for the spin multiplicity: 1.

Record 2
The following is a quantum chemistry calculation of a 7-piece molecular cluster, C21H62O27P6S overall in a non-equilibrium geometry, from the OMol25 dataset.

```
117
Properties=species:S:1:pos:R:3:mulliken_charge:R:1
C -3.171 2.141 -0.126 -1.074
C -1.809 1.763 0.404 -0.226
O -0.893 1.502 -0.689 0.465
S 0.615 1.256 -0.153 0.529
C 1.460 1.032 -1.761 -0.664
O 1.085 2.475 0.453 -0.834
O 0.648 -0.046 0.468 -0.825
H -3.816 2.713 0.545 0.449
H -3.872 1.325 -0.310 0.266
H -3.021 2.710 -1.039 -0.008
H -1.460 2.660 0.918 0.248
H -1.884 0.891 1.052 0.217
H 2.278 0.345 -1.559 0.183
H 1.834 1.957 -2.186 0.433
H 0.713 0.533 -2.371 -0.011
C 5.029 0.735 0.958 -0.516
O 4.249 1.700 1.624 -0.023
P 4.535 2.052 3.157 0.794
O 5.885 2.588 3.442 -0.759
O 3.287 2.995 3.468 -0.333
C 2.905 4.028 2.560 0.029
O 4.159 0.662 3.884 -0.103
C 5.098 0.224 4.890 -0.664
H 5.496 0.001 1.627 0.162
H 5.807 1.127 0.305 0.381
H 4.364 0.088 0.378 0.026
H 2.218 3.568 1.846 -0.204
H 3.773 4.405 2.018 0.372
H 2.364 4.831 3.054 0.331
H 4.473 -0.242 5.646 0.267
H 5.762 1.007 5.251 0.415
H 5.805 -0.502 4.489 0.089
C 3.735 -3.734 -0.671 -0.470
O 4.510 -3.455 0.524 -0.474
P 3.889 -3.722 1.953 1.006
O 3.858 -5.120 2.409 -0.829
O 4.847 -2.821 2.891 -0.207
C 6.239 -3.094 2.834 -0.915
O 2.490 -2.974 1.909 0.065
C 2.355 -1.572 2.202 1.068
H 3.504 -2.763 -1.102 0.253
H 2.787 -4.193 -0.391 0.122
H 4.303 -4.407 -1.302 0.330
H 6.810 -2.181 3.005 0.280
H 6.541 -3.428 1.839 0.348
H 6.539 -3.822 3.587 0.277
H 1.486 -1.160 1.694 -0.635
H 3.250 -0.976 2.055 -0.080
H 2.138 -1.490 3.270 0.291
C 0.596 5.624 0.462 -0.643
O -0.299 6.441 -0.297 -0.458
P -1.795 5.910 -0.506 0.691
O -2.470 5.525 0.743 -0.738
O -1.714 4.675 -1.512 0.389
C -1.079 4.852 -2.771 -0.644
O -2.380 7.058 -1.447 -0.330
C -3.688 7.540 -1.228 -0.796
H 1.383 5.303 -0.226 0.333
H 0.072 4.790 0.922 0.284
H 1.134 6.273 1.155 0.308
H -1.797 4.598 -3.559 0.140
H -0.339 4.075 -3.001 0.144
H -0.628 5.831 -2.890 0.417
H -4.167 7.096 -0.350 0.346
H -4.417 7.453 -2.035 0.295
H -3.660 8.606 -0.982 0.280
C -2.022 -2.076 2.178 -0.238
O -2.652 -3.186 2.763 -0.370
P -1.822 -4.172 3.689 1.037
O -0.739 -3.508 4.429 -0.653
O -1.454 -5.416 2.742 -0.327
C -0.100 -5.432 2.252 -0.207
O -2.961 -4.700 4.669 -0.374
C -2.600 -5.581 5.732 -0.635
H -2.443 -1.150 2.581 0.281
H -2.024 -1.951 1.092 0.086
H -0.958 -1.963 2.418 0.143
H -0.103 -4.923 1.287 -0.097
H 0.214 -6.469 2.188 0.367
H 0.630 -4.903 2.867 0.298
H -3.355 -6.305 6.029 0.243
H -2.424 -4.937 6.595 0.258
H -1.687 -6.131 5.499 0.286
C 0.546 -3.147 -0.854 0.374
O 1.281 -2.537 -1.915 0.277
P 0.791 -2.982 -3.408 0.804
O 1.406 -2.170 -4.481 -0.798
O -0.804 -2.945 -3.432 -0.536
C -1.485 -1.769 -2.950 0.178
O 1.041 -4.559 -3.472 -0.273
C 0.653 -5.242 -4.647 -0.802
H -0.037 -2.408 -0.301 -0.051
H 1.271 -3.466 -0.097 -0.810
H -0.075 -4.036 -0.972 0.575
H -1.939 -1.947 -1.973 0.197
H -2.294 -1.600 -3.654 0.296
H -0.792 -0.943 -2.808 -0.342
H 1.216 -4.913 -5.535 0.323
H -0.364 -5.032 -4.981 0.304
H 0.919 -6.293 -4.575 0.274
C -4.875 -0.164 -2.440 -0.849
O -4.353 1.165 -2.705 0.497
P -4.934 1.860 -4.052 0.618
O -5.490 0.890 -5.010 -0.715
O -5.951 2.966 -3.514 -0.349
C -7.059 2.547 -2.730 -0.704
O -3.732 2.722 -4.562 -0.310
C -2.580 2.030 -5.025 -0.499
H -4.690 -0.795 -3.308 0.327
H -5.942 -0.079 -2.255 0.340
H -4.326 -0.583 -1.599 0.189
H -7.834 3.304 -2.836 0.277
H -6.837 2.457 -1.666 0.219
H -7.462 1.609 -3.118 0.349
H -2.464 2.248 -6.090 0.338
H -2.624 0.957 -4.849 0.223
H -1.630 2.395 -4.625 0.104
```

The value obtained for the relative energy (zero: lowest compared OMol25 entry of this formula, charge and spin) is 146.2 kJ/mol. Its total charge is 0. Its energy is -5315.60448 a.u. For the largest force on an atom, the calculation gives 2.71 eV Å⁻¹. As for the spin multiplicity: 1.

Record 3
The following is a quantum chemistry calculation of C21H63Ag4N13O11 as an isolated structure in a non-equilibrium geometry, from the OMol25 dataset.

```
112
Properties=species:S:1:pos:R:3:mulliken_charge:R:1
Ag 2.282 -3.894 -1.610 0.953
Ag 2.757 0.285 2.629 0.567
Ag 4.504 5.332 1.469 0.677
Ag 4.218 1.666 -1.990 0.468
O 0.999 3.155 -0.612 -0.556
C -0.086 2.513 -1.219 -0.261
C -0.096 0.958 -1.510 -0.280
O 0.464 0.015 -0.626 -0.607
H -0.484 3.051 -2.079 0.288
H -0.851 2.725 -0.473 0.211
H 0.496 0.682 -2.383 0.211
H -1.085 0.685 -1.878 0.261
C 1.268 -6.723 2.801 -1.410
C 2.204 -5.538 2.786 0.537
C 2.645 -5.109 4.205 -0.885
O 3.202 -3.805 4.109 -0.301
C 3.366 -3.303 5.416 -0.863
N 3.378 -5.798 1.968 -0.716
H 0.839 -6.825 1.804 0.358
H 0.409 -6.477 3.425 0.382
H 1.705 -7.695 3.029 0.344
H 1.741 -4.623 2.417 0.200
H 3.327 -5.821 4.671 0.365
H 1.849 -4.996 4.941 0.463
H 2.562 -3.355 6.151 0.329
H 3.881 -2.346 5.336 0.288
H 4.128 -3.969 5.820 0.360
H 4.051 -5.080 2.194 0.271
H 3.948 -6.573 2.274 0.291
C 6.338 -7.454 -5.780 -1.537
C 5.607 -6.139 -5.456 0.580
C 4.252 -5.929 -6.151 -0.819
O 3.698 -4.655 -5.880 -0.317
C 2.419 -4.362 -6.500 -0.791
N 5.422 -6.029 -4.021 -0.654
H 5.814 -8.317 -5.370 0.422
H 7.401 -7.265 -5.633 0.428
H 6.249 -7.708 -6.836 0.405
H 6.235 -5.323 -5.811 0.197
H 3.545 -6.595 -5.656 0.314
H 4.175 -6.149 -7.216 0.422
H 1.528 -4.913 -6.201 0.327
H 2.486 -4.433 -7.585 0.318
H 2.171 -3.316 -6.318 0.266
H 6.247 -6.526 -3.716 0.263
H 5.409 -5.115 -3.590 0.188
C -1.699 3.484 6.364 -1.452
C -0.448 2.731 6.521 0.367
C -0.576 1.855 7.790 -0.568
O 0.679 1.495 8.239 -0.339
C 0.710 0.754 9.434 -0.748
N -0.378 1.923 5.280 -0.722
H -2.527 2.796 6.189 0.390
H -1.644 4.045 5.431 0.394
H -2.045 4.094 7.199 0.371
H 0.441 3.353 6.626 0.304
H -1.054 0.968 7.376 0.230
H -1.179 2.318 8.572 0.409
H 1.542 1.177 9.997 0.270
H 1.087 -0.253 9.251 0.238
H -0.149 0.766 10.104 0.344
H -1.213 1.361 5.197 0.270
H -0.653 2.522 4.515 0.253
C -7.268 1.306 -0.544 -0.992
C -7.805 1.989 0.713 -0.197
O -6.917 2.996 1.125 -0.535
H -6.179 1.263 -0.538 0.266
H -7.579 1.914 -1.393 0.289
H -7.685 0.316 -0.728 0.322
H -7.901 1.257 1.514 0.257
H -8.797 2.433 0.621 0.282
H -7.289 3.453 1.883 0.306
C -3.590 -2.432 3.383 0.676
O -4.674 -2.456 3.904 -0.645
N -3.349 -2.054 2.177 -0.371
N -2.538 -2.828 4.015 -0.347
H -4.115 -1.574 1.725 0.218
H -2.448 -1.930 1.737 0.161
H -1.721 -2.898 3.426 0.112
H -2.599 -3.153 4.969 0.204
C -2.998 4.446 -7.029 0.609
O -2.341 4.093 -7.958 -0.619
N -3.284 5.706 -6.709 -0.397
N -3.521 3.705 -6.152 -0.322
H -3.028 6.390 -7.407 0.210
H -3.823 5.988 -5.903 0.163
H -3.558 2.699 -6.068 0.189
H -3.676 4.253 -5.318 0.169
C -5.167 -2.401 -4.698 0.624
O -4.659 -1.738 -5.526 -0.638
N -4.532 -3.030 -3.712 -0.418
N -6.366 -2.701 -4.731 -0.377
H -5.047 -3.377 -2.916 0.186
H -3.523 -2.980 -3.688 0.194
H -6.798 -3.447 -4.203 0.191
H -6.855 -2.410 -5.565 0.239
C 3.973 6.806 -4.248 0.653
O 4.224 5.637 -4.062 -0.648
N 3.048 7.447 -3.534 -0.383
N 4.727 7.640 -4.887 -0.392
H 2.794 8.412 -3.693 0.171
H 2.580 6.851 -2.866 0.192
H 5.652 7.320 -5.136 0.212
H 4.358 8.475 -5.318 0.206
C 0.398 8.564 1.868 0.674
O 0.667 9.730 2.111 -0.652
N 0.659 7.620 2.645 -0.358
N -0.077 8.073 0.756 -0.388
H 1.207 7.824 3.468 0.213
H 0.446 6.675 2.359 0.143
H -0.347 7.101 0.711 0.162
H -0.187 8.723 -0.009 0.215
```

Its total charge is +2. Its energy is -2964.13176 a.u. For the largest force on an atom, the calculation gives 9.62 eV Å⁻¹. As for the spin multiplicity: 1.

Record 4
The following is a quantum chemistry calculation of a 11-piece molecular cluster, C21H64N4O11 overall in a non-equilibrium geometry, from the OMol25 dataset.

```
100
Properties=species:S:1:pos:R:3:mulliken_charge:R:1
N -3.082 2.572 -0.172 0.004
C -2.308 3.546 -0.678 0.182
N -1.338 3.107 -1.425 -0.278
O -2.504 4.901 -0.421 -0.746
H -3.726 2.837 0.564 0.185
H -2.963 1.520 -0.331 0.251
H -0.653 3.828 -1.809 0.234
H -1.206 2.211 -1.820 0.261
N -0.381 -1.160 -0.035 0.788
C -0.861 -0.037 -0.476 0.743
N -0.073 0.948 -0.374 3.169
O -2.223 0.097 -0.842 -1.254
H -1.017 -2.009 -0.107 -0.044
H 0.565 -1.225 0.358 -0.104
H -0.510 1.933 -0.492 -1.265
H 0.851 0.737 -0.052 -2.156
C -4.028 0.384 1.899 -1.461
C -4.208 -1.017 1.343 1.645
C -5.500 -1.718 1.904 -1.753
O -4.409 -1.090 0.099 -0.594
H -2.953 0.667 1.823 -0.018
H -4.283 0.296 2.912 0.563
H -4.649 1.105 1.485 0.517
H -3.389 -1.662 1.670 -0.307
H -6.357 -1.060 1.852 0.436
H -5.326 -2.013 2.953 0.338
H -5.730 -2.601 1.314 0.373
H -3.633 -0.704 -0.347 0.211
C 2.231 1.621 -3.111 -1.179
C 3.170 0.789 -3.988 1.743
C 3.320 1.443 -5.365 -1.565
O 4.330 0.683 -3.521 -0.582
H 1.310 1.628 -3.614 0.528
H 2.583 2.585 -3.031 0.829
H 2.036 1.175 -2.125 -0.424
H 2.762 -0.234 -4.049 -0.713
H 2.558 2.168 -5.558 0.397
H 3.126 0.663 -6.124 0.380
H 4.267 1.882 -5.595 0.340
H 4.738 -0.176 -3.868 0.417
C -0.654 -2.443 3.075 -1.175
C -1.058 -1.062 3.494 1.026
C -0.472 -0.696 4.834 -1.822
O -0.769 -0.225 2.605 1.173
H -1.281 -2.698 2.271 0.208
H -0.795 -3.188 3.850 0.493
H 0.369 -2.429 2.680 0.020
H -2.175 -1.032 3.584 0.221
H -0.335 0.399 4.971 0.284
H 0.500 -1.164 4.977 0.344
H -1.079 -1.077 5.632 0.533
H -0.751 -0.690 1.752 -0.668
C 1.117 -2.463 -4.473 -1.851
C 0.456 -2.164 -3.122 1.736
C -1.092 -2.332 -3.312 -0.924
O 0.754 -2.879 -2.152 -0.600
H 0.801 -3.450 -4.844 0.466
H 2.185 -2.442 -4.490 0.333
H 0.699 -1.674 -5.061 0.392
H 0.530 -1.081 -2.869 -0.455
H -1.359 -3.388 -3.430 0.385
H -1.468 -1.765 -4.201 0.453
H -1.658 -1.972 -2.496 -0.247
H 0.291 -2.549 -1.376 0.312
C 2.885 1.596 0.701 0.782
C 3.032 3.086 0.932 -0.215
C 2.636 3.867 -0.370 -0.910
O 2.511 3.573 1.980 -0.577
H 1.962 1.211 1.111 -0.673
H 3.768 1.126 1.108 0.519
H 2.976 1.350 -0.370 -0.284
H 4.113 3.283 1.027 0.491
H 1.574 3.768 -0.595 -0.096
H 3.179 3.512 -1.260 0.284
H 2.752 4.937 -0.316 0.461
H 1.602 3.291 1.961 0.251
C -0.659 3.068 2.345 -0.440
O 0.261 2.155 2.931 -0.633
H -0.585 2.976 1.216 0.004
H -0.451 4.108 2.635 0.462
H -1.695 2.723 2.596 0.264
H -0.173 1.277 3.000 -0.073
C -3.130 -3.684 -0.771 -0.637
O -1.943 -3.388 -0.184 -0.361
H -3.267 -4.672 -1.061 0.510
H -3.336 -2.994 -1.616 0.184
H -3.949 -3.481 -0.079 0.012
H -1.488 -4.210 -0.151 0.237
C 3.083 -1.649 -0.553 -0.708
O 2.293 -1.391 0.544 -0.494
H 4.104 -1.158 -0.425 0.215
H 2.672 -1.200 -1.457 0.129
H 3.336 -2.691 -0.784 0.365
H 2.429 -2.012 1.308 0.263
C 2.682 -0.117 3.445 -0.396
O 2.904 -0.811 4.652 -0.578
H 1.721 -0.395 2.938 -0.065
H 3.375 -0.388 2.675 0.455
H 2.619 0.957 3.687 0.197
H 2.866 -1.768 4.504 0.324
```

The value obtained for the relative energy (zero: lowest compared OMol25 entry of this formula, charge and spin) is 655.8 kJ/mol. Its total charge is 0. Its energy is -1884.91002 a.u. For the largest force on an atom, the calculation gives 10.48 eV Å⁻¹. As for the spin multiplicity: 1.

Question: Which formula does entry 4 have?
Answer: C21H64N4O11

Question: Which of these has the highest total charge?
Answer: C21H63Ag4N13O11